Record 1
Entry from the OMol25 dataset: 7 unconnected molecules or ions with the total composition C33H30NO22 in a non-equilibrium geometry (the ωB97M-V functional and the def2-TZVPD basis).

Properties
Net charge = -7
HOMO energy = 10.1 eV
Frontier orbital gap = 1.2 eV
Total energy = -81199.6706 eV

```
86
Properties=species:S:1:pos:R:3:lowdin_charge:R:1
O -17.73631 -15.10797 -35.37169 0.247
H -17.80304 -14.67764 -36.22725 0.058
H -17.19335 -15.88936 -35.49902 0.112
H -17.40510 -14.53488 -34.67637 0.082
C -15.94662 -15.44907 -32.55631 -0.017
C -15.53360 -14.19040 -32.82071 -0.371
C -14.22979 -13.56736 -32.39674 -0.382
O -14.04908 -12.25902 -32.44871 -0.139
C -13.34033 -14.23526 -31.65248 -0.097
C -13.68412 -15.57275 -31.22613 -0.347
C -15.03624 -16.33003 -31.82299 -0.344
O -15.15115 -17.55230 -31.68074 -0.017
O -12.94956 -16.06825 -30.31318 -0.159
O -16.54570 -13.52131 -33.25336 -0.049
H -16.86953 -15.89682 -32.89418 0.101
H -12.46203 -13.75766 -31.24395 0.074
C -19.10131 -14.87141 -39.02889 -0.033
C -19.85314 -14.60379 -40.12636 -0.351
C -19.50187 -13.45624 -41.10054 -0.381
O -20.11510 -13.15874 -42.24576 -0.267
C -18.53256 -12.55338 -40.76083 -0.060
C -17.78105 -12.69749 -39.46432 -0.295
C -18.06005 -14.01808 -38.65982 -0.344
O -17.29353 -14.32225 -37.72943 -0.051
O -16.90891 -11.87964 -39.02911 -0.060
O -20.72800 -15.55337 -40.35824 -0.144
H -19.39262 -15.79251 -38.54609 0.121
H -18.39024 -11.69558 -41.40139 0.061
C -20.40105 -11.28907 -37.90985 -0.079
C -21.07496 -12.31138 -37.35075 -0.395
C -20.50431 -13.15970 -36.15914 -0.405
O -20.87284 -14.37903 -35.97026 -0.050
C -19.57256 -12.60674 -35.35883 -0.053
C -18.86819 -11.34573 -35.74396 -0.312
C -19.20620 -10.79402 -37.23009 -0.377
O -18.48883 -9.91446 -37.72771 -0.104
O -18.06290 -10.65401 -35.06644 -0.090
O -22.09865 -12.63504 -38.07654 -0.150
H -20.66347 -10.94864 -38.90062 0.084
H -19.21660 -13.11557 -34.47522 0.061
C -21.82059 -18.19771 -32.82272 -0.088
C -22.26822 -17.90211 -34.04667 -0.395
C -21.27190 -17.74467 -35.24289 -0.369
O -21.67662 -17.69551 -36.48778 -0.115
C -19.94530 -17.76180 -35.10577 -0.069
C -19.33986 -18.01542 -33.85336 -0.367
C -20.36967 -18.35668 -32.60955 -0.314
O -19.83091 -19.03203 -31.69482 -0.103
O -18.10597 -17.96089 -33.69224 -0.057
O -23.57230 -17.74612 -34.15402 -0.211
H -22.52111 -18.21142 -32.00085 0.060
H -19.28337 -17.64164 -35.95064 0.104
C -20.36418 -14.60332 -32.31615 -0.091
O -19.98684 -15.67514 -31.50287 -0.165
C -20.01797 -15.36092 -30.14028 -0.250
C -19.60755 -16.62200 -29.35178 -0.208
N -18.15839 -16.79869 -29.55440 0.017
C -17.46613 -17.22511 -28.30483 -0.235
C -16.05625 -17.68912 -28.62356 -0.242
O -16.09693 -18.81471 -29.48553 -0.179
C -15.02757 -19.76453 -29.21674 -0.111
H -20.01741 -13.63514 -31.95494 0.079
H -21.41349 -14.55158 -32.60666 0.099
H -19.72674 -14.61988 -33.20017 0.076
H -21.09499 -15.29959 -29.98424 0.100
H -19.65738 -14.40118 -29.77018 0.109
H -20.26138 -17.46935 -29.55817 0.102
H -19.89080 -16.48288 -28.30845 0.072
H -17.74668 -15.87665 -29.57497 0.101
H -18.05016 -17.98697 -27.78852 0.098
H -17.36066 -16.40851 -27.59059 0.089
H -15.46877 -18.02218 -27.76796 0.090
H -15.55279 -16.79571 -28.99294 0.113
H -14.98718 -20.50867 -30.01217 0.077
H -15.29797 -20.35298 -28.33997 0.048
H -14.09953 -19.21442 -29.06106 0.078
C -12.09056 -15.43511 -35.03640 -0.076
C -12.62515 -16.80785 -34.45169 -0.156
O -13.72261 -16.98830 -35.21292 0.065
C -14.21904 -15.86531 -35.75707 -0.501
O -15.32247 -15.69148 -36.29175 0.145
O -13.32165 -14.90017 -35.60543 0.074
H -11.45200 -15.56441 -35.91026 0.096
H -11.54397 -14.81758 -34.32368 0.112
H -12.89597 -16.68519 -33.40302 0.108
H -11.92022 -17.63820 -34.49286 0.112
```



Record 2
Entry from the OMol25 dataset: a molecular structure, C19H28F5MnO3Te in a non-equilibrium geometry (the ωB97M-V functional and the def2-TZVPD basis).

Properties
Net charge = -1
HOMO energy (alpha / beta) = -2.8 / -4.1 eV
Frontier orbital gap (alpha / beta) = 4.8 / 6.1 eV
2S+1 = 6
Total energy = -78499.8489 eV

```
57
Properties=species:S:1:pos:R:3:lowdin_charge:R:1
O 0.35552 0.13658 -5.00048 -0.096
C 0.20544 1.44115 -5.65160 -0.151
C -0.03095 0.83754 -7.04397 -0.080
H 1.12542 2.03608 -5.57871 0.115
H -0.65435 1.99579 -5.25495 0.115
C 0.17534 -0.51306 -6.29500 -0.584
H 0.74690 1.06069 -7.77840 0.107
H -1.04208 0.97343 -7.43560 0.108
C 1.41622 -1.24809 -6.76174 -0.031
H 2.28445 -0.58255 -6.79188 0.087
H 1.24985 -1.64109 -7.77305 0.089
H 1.62999 -2.09482 -6.10083 0.088
C -1.03901 -1.41797 -6.31673 -0.028
H -1.94040 -0.88007 -6.00861 0.089
H -0.88081 -2.27218 -5.64964 0.089
H -1.19386 -1.80380 -7.33182 0.088
Mn -0.10656 -0.30616 3.38120 0.673
C -2.04724 -0.66631 4.17264 -0.215
C -1.86300 0.75999 4.30834 -0.209
C -1.99843 1.35713 3.01254 -0.159
H -1.83842 1.29716 5.24602 0.072
C -2.31301 0.33421 2.08596 -0.165
C -2.21666 -0.92130 2.76089 -0.212
H -2.47737 -1.88195 2.32163 0.095
H -2.15717 -1.36553 5.00026 0.108
H -1.94110 2.41873 2.80574 0.089
H -2.67295 0.49047 1.06600 0.093
C 0.98088 -1.83587 4.42770 -0.198
C 0.08406 -2.46373 3.49256 -0.217
C 0.58539 -2.21599 2.16892 -0.185
H -0.72135 -3.13853 3.75678 0.101
C 1.75393 -1.41320 2.27101 -0.151
C 1.97699 -1.13475 3.65935 -0.189
H 2.82950 -0.62093 4.06597 0.085
H 0.97822 -1.96708 5.50328 0.098
H 0.23090 -2.71325 1.27081 0.090
H 2.42767 -1.14005 1.46650 0.094
O 0.14912 0.38190 0.70587 -0.210
C -0.18690 -0.46148 -0.41832 -0.206
C -0.45447 0.44962 -1.60330 -0.161
H -1.03934 -1.10126 -0.14788 0.113
H 0.67112 -1.12209 -0.61845 0.116
C 0.42564 1.66745 -1.28234 -0.166
H -1.51078 0.74671 -1.59619 0.112
H -0.21301 -0.00928 -2.56415 0.091
C 0.38047 1.72756 0.23822 -0.180
H 0.07720 2.58757 -1.75457 0.105
H 1.45250 1.46182 -1.61151 0.112
H -0.45261 2.36278 0.57719 0.114
H 1.30447 2.10362 0.69510 0.125
F -0.34527 2.74141 6.29808 -0.397
Te 1.07604 1.48125 6.21988 1.878
F -0.15049 0.09596 6.71338 -0.387
F 2.48392 0.20764 6.35082 -0.390
F 2.32643 2.85289 5.86054 -0.402
F 1.33097 1.79688 8.06832 -0.385
O 0.77303 1.12835 4.39823 -0.590
```



Record 3
Entry from the OMol25 dataset: a gas-phase ion, C4H5N (charge -1) in a non-equilibrium geometry (the ωB97M-V functional and the def2-TZVPD basis).

Properties
Net charge = -1
HOMO energy (alpha / beta) = 1.9 / -2.5 eV
Frontier orbital gap (alpha / beta) = 2.9 / 7.3 eV
2S+1 = 2
Total energy = -5716.1342 eV
ΔE to the lowest compared entry with this formula, charge and spin = 0.026 eV

```
10
Properties=species:S:1:pos:R:3:lowdin_charge:R:1
C -0.89186 0.10077 0.77340 -0.252
C -0.70581 -0.98127 -0.09786 -0.271
N 0.40626 -0.68981 -0.90075 -0.078
C 0.97886 0.54506 -0.50703 -0.326
C 0.08890 1.08392 0.48401 -0.229
H -1.57156 0.26877 1.61616 0.049
H -1.17861 -1.93794 -0.04331 -0.009
H 0.79322 -1.29235 -1.59107 0.070
H 2.03702 0.78352 -0.54194 0.011
H 0.04358 2.11933 0.80839 0.035
```



Record 4
Entry from the OMol25 dataset: a single C4H6O molecule (the ωB97M-V functional and the def2-TZVPD basis).

Properties
Net charge = 0
HOMO energy (alpha / beta) = -10.1 / -10.1 eV
Frontier orbital gap (alpha / beta) = 11.2 / 11.2 eV
SMILES = C#CCOC
Total energy = -6290.0089 eV
ΔE to the lowest compared entry with this formula, charge and spin = 1.909 eV

```
11
Properties=species:S:1:pos:R:3:lowdin_charge:R:1
C 1.89778 0.59253 -1.02633 0.118
C 1.34578 -0.12019 -0.22940 -0.107
C 0.44903 -0.78048 0.73020 -0.255
O -0.64179 0.04802 1.04630 -0.184
C -1.44279 0.37978 -0.06752 -0.116
H 2.36157 1.25905 -1.71520 0.027
H 0.96566 -0.98350 1.67295 0.126
H 0.09408 -1.74052 0.32177 0.124
H -1.53489 -0.46506 -0.76623 0.093
H -1.04630 1.24050 -0.62265 0.084
H -2.42969 0.62792 0.32652 0.088
```